A structure of composition CH5BrN2 at a distorted geometry, computed with wB97M-V/def2-TZVPD.

Positions of all 9 atoms, in Å:
C -0.039 -0.629 0.923
N -0.037 1.181 -1.043
N -0.848 0.382 0.363
Br -0.912 1.981 1.324
H -0.167 -0.836 2.036
H -0.293 -1.564 0.320
H 1.034 -0.445 0.831
H 0.623 0.418 -1.237
H -0.749 1.446 -1.804

## Properties
HOMO energy in eV: -9.1
Orbital gap in eV: 9.8
Molar mass in g mol⁻¹: 124.97
LUMO level in eV: 0.7